A structure of composition C28H35N5P2SZr. Source: the Open Molecules 2025 dataset; level of theory: wB97M-V/def2-TZVPD.

Structure (XYZ):
```
72
Properties=species:S:1:pos:R:3:forces:R:3
H 3.722 -2.074 3.253 -0.28 0.62 0.36
H -5.740 2.104 -3.488 -0.10 -0.03 0.01
H -3.269 -2.057 -2.236 -0.12 -0.15 0.33
C 1.763 -3.131 -3.388 -0.07 1.85 0.37
C -0.331 0.547 -2.842 -0.09 0.16 0.42
H -0.119 0.955 1.371 -0.08 -0.26 0.19
N 2.170 1.431 -3.170 -0.18 0.97 0.51
H -4.912 -2.976 1.697 -0.07 -0.03 0.08
C 1.382 -1.795 -3.551 0.33 -1.29 0.87
C -3.521 -2.090 -1.184 -0.59 -0.58 0.97
H 0.025 3.641 3.350 -0.30 0.08 0.20
N 3.405 1.340 7.016 -2.99 -0.74 -0.73
H 3.673 2.137 -6.049 -0.21 -0.07 0.30
H 2.780 -0.025 -4.664 0.15 0.15 0.15
C 0.183 3.181 4.342 -0.23 -0.46 -0.69
C -0.352 -0.697 2.796 0.33 -1.43 0.21
H 3.127 -1.538 -0.771 -0.31 -0.24 -0.42
C 2.515 -3.206 -2.167 -0.15 0.81 -0.06
C -4.811 2.963 -1.628 0.30 -0.83 -0.19
C 2.735 1.017 -4.385 0.12 0.83 -0.14
C 1.574 -2.284 3.267 1.09 -0.55 -0.10
C 2.884 -1.647 3.853 -0.67 -0.77 0.60
C -5.056 2.009 -2.664 0.69 -0.01 0.94
C 1.856 0.059 1.527 0.50 0.17 -0.30
H 2.110 0.713 0.668 -0.27 -0.20 0.58
S 0.672 0.640 6.446 0.04 -0.39 -0.46
P -2.019 0.225 -0.592 -3.61 0.09 -2.22
H -0.979 -1.387 -2.109 -0.25 0.26 0.01
N -2.946 -1.196 -0.276 -0.06 -0.43 0.81
C 0.314 -0.046 1.581 0.28 -0.03 -0.31
H 0.004 -0.628 0.700 0.07 0.17 0.24
H -5.280 3.923 -1.519 -0.07 0.05 0.07
P 1.286 0.545 -1.892 0.82 -0.70 -4.05
H 1.542 -3.927 -4.084 0.11 0.05 0.07
H -4.145 -0.010 -2.974 -0.08 0.21 0.11
C 2.280 1.062 6.786 2.77 0.79 0.34
H 1.707 -2.395 2.175 -0.46 0.09 0.64
H 2.846 1.690 2.737 0.03 -0.01 0.20
N -3.450 1.182 -1.298 1.01 0.14 0.77
N 1.820 -1.053 -2.440 0.16 -0.49 0.46
C -4.229 0.917 -2.423 0.19 0.71 0.26
H 3.634 0.276 4.560 -0.47 0.26 0.22
C -4.353 -2.538 0.891 0.74 0.97 -0.53
H 3.026 4.326 -4.561 -0.13 -0.21 0.09
C 2.578 -1.930 -1.632 -0.71 -0.33 -0.23
C 0.295 -1.607 3.618 -1.37 -0.13 -1.10
C -3.839 2.424 -0.791 -0.07 -0.45 -0.81
H 1.508 -3.319 3.657 0.01 0.56 -0.08
H -2.237 -0.386 -2.932 0.35 -0.28 0.46
H 2.954 -4.104 -1.751 0.10 0.21 -0.07
C 3.160 2.139 -5.091 -0.54 -0.44 1.07
H 3.049 -2.019 4.887 -0.13 0.33 -0.58
C -4.386 -2.934 -0.491 0.90 1.19 -0.12
C -3.488 -1.456 0.993 -0.45 -1.23 -0.89
C -1.399 -0.372 -2.217 0.78 0.47 -0.57
H 2.291 -0.918 1.255 -0.11 0.59 0.38
Zr 0.617 1.032 3.997 0.08 2.33 2.47
C 2.198 2.837 -3.154 0.63 -0.44 -0.84
H -0.146 0.229 -3.887 0.03 0.40 0.69
H 1.759 3.374 -2.330 0.09 0.10 0.09
H -3.401 2.799 0.125 -0.04 0.05 -0.20
H 0.867 -1.335 -4.380 -0.01 -0.11 0.19
C 2.924 -0.146 3.846 1.78 0.16 -1.77
H -4.999 -3.704 -0.939 0.15 0.02 0.11
H -3.209 -0.842 1.832 -0.16 0.04 0.05
H 1.019 3.742 4.787 0.12 -0.39 0.04
H -1.437 -0.562 2.818 0.12 0.03 0.55
C 2.818 3.294 -4.306 -0.31 -0.76 0.47
H -0.188 -2.009 4.516 -0.25 0.26 -0.36
H -0.663 1.604 -2.882 0.09 -0.43 0.02
C 2.516 0.644 2.781 0.86 -1.23 0.34
H -0.682 3.343 5.013 0.18 -0.06 -0.47
```
Positions in Å, forces in eV/Å.

**Energy relative to the best compared isomer or geometry (same formula, charge and spin)**: 77.8 kJ/mol
**Orbital gap (spin up / spin down)**: 3.289 / 1.810 eV
**Highest occupied orbital energy (spin up / spin down)**: -12.36 / -12.05 eV
**Multiplicity**: 1
**Charge**: +2